Entry a
# C3H11N

A cluster of 2 separate species, C3H11N in total (wB97M-V/def2-TZVPD, OMol25).

The geometry in XYZ format:
```
15
C3H11N (wB97M-V/def2-TZVPD)
N 0.71 -0.25 0.80
C -1.84 1.99 -1.89
C 0.76 -1.41 -0.15
C 1.04 -0.77 2.13
H 1.95 -1.31 2.28
H -1.25 1.19 -1.40
H 0.24 -1.45 2.53
H 0.44 -1.05 -1.20
H 1.06 0.14 2.75
H 1.32 0.43 0.38
H -0.08 -2.07 0.08
H -1.15 2.76 -2.28
H -2.62 2.25 -1.14
H 1.81 -1.91 -0.22
H -2.39 1.46 -2.67
```

The SMILES is CNC.C. The HOMO-LUMO gap is 10.135 eV. The LUMO energy comes out at 1.079 eV.

Löwdin population analysis, charges in e, atoms 1 to 6:
1. N -0.19
2. C -0.06
3. C -0.17
4. C -0.18
5. H 0.06
6. H 0.00

Entry b
# C3H11N

A cluster of 2 separate species, C3H11N in total (wB97M-V/def2-TZVPD, OMol25).

The geometry in XYZ format:
```
15
C3H11N (wB97M-V/def2-TZVPD)
N 0.43 -0.18 0.48
C -2.44 0.80 -1.22
C 0.95 -0.31 1.80
C 1.48 -0.56 -0.47
H 1.27 -1.36 1.82
H -2.01 1.45 -2.02
H 2.48 -0.18 -0.18
H 0.24 -0.24 2.65
H 1.76 -1.63 -0.50
H -3.45 0.42 -1.48
H 1.36 -0.35 -1.53
H -1.79 -0.05 -1.36
H -2.27 1.06 -0.14
H 1.73 0.40 2.12
H 0.26 0.73 0.03
```

The SMILES is CNC.C. The HOMO-LUMO gap is 10.018 eV. The LUMO energy comes out at 1.039 eV.

Löwdin population analysis, charges in e, atoms 1 to 6:
1. N -0.18
2. C -0.07
3. C -0.18
4. C -0.18
5. H 0.09
6. H 0.03

Most stable structure: entry a

Entry a
# C21H19N3O3

An isolated molecule of C21H19N3O3 (wB97M-V/def2-TZVPD, OMol25).

The geometry in XYZ format:
```
46
C21H19N3O3 (wB97M-V/def2-TZVPD)
O 1.60 2.22 -4.60
O -4.16 -1.69 1.68
O -6.61 -0.30 3.84
N 3.46 2.21 -3.66
N -2.09 -2.02 2.83
N 3.18 1.96 -0.72
C -0.07 -1.16 1.84
C 0.00 0.10 -0.32
C -0.76 -1.95 2.77
C -6.95 -1.02 2.65
C 0.21 0.68 -2.64
C 1.21 0.78 -0.05
C -2.14 -0.74 0.81
C -4.81 -2.48 2.71
C -6.34 -2.46 2.55
C 1.97 1.33 -1.07
C 4.51 1.86 -2.83
C 1.45 1.31 -2.41
C 5.47 1.44 -0.63
C -0.73 -0.57 0.80
C 6.86 1.41 -2.59
C 5.78 1.68 -3.41
C -0.50 0.08 -1.62
C 4.39 1.72 -1.41
C -2.79 -1.49 1.81
C 6.73 1.30 -1.20
C 2.13 1.91 -3.55
H -5.65 -0.19 3.89
H -0.14 0.63 -3.67
H 7.63 1.12 -0.60
H -8.03 -1.15 2.61
H -6.59 -0.44 1.81
H -4.62 -2.07 3.70
H 5.30 1.35 0.42
H 1.55 0.83 0.97
H -4.49 -3.53 2.72
H -6.79 -3.08 3.35
H 7.83 1.31 -3.04
H -2.78 -0.38 0.04
H 1.00 -1.17 1.88
H 3.64 2.55 -4.59
H -6.56 -2.94 1.58
H -0.15 -2.47 3.51
H 3.30 2.28 0.23
H 5.92 1.73 -4.50
H -1.38 -0.49 -1.89
```

The SMILES is O=C1Nc2ccccc2Nc2cc(-c3ccnc(OCCCO)c3)ccc21. The HOMO-LUMO gap is 7.717 eV. The LUMO energy comes out at -0.320 eV.

Löwdin population analysis, charges in e, atoms 1 to 6:
1. O 0.06
2. O -0.03
3. O -0.07
4. N 0.14
5. N 0.13
6. N 0.09

Entry b
# C21H19N3O3

An isolated molecule of C21H19N3O3 (wB97M-V/def2-TZVPD, OMol25).

The geometry in XYZ format:
```
46
C21H19N3O3 (wB97M-V/def2-TZVPD)
O -0.30 -5.43 2.18
O 2.02 3.47 -1.02
O -0.48 -0.88 0.93
N 2.30 1.42 -0.14
N -2.63 1.42 -0.92
N 1.76 0.25 0.25
C 1.71 -4.30 1.67
C -1.80 1.11 -1.89
C -0.80 2.42 0.33
C -2.17 2.06 0.17
C 2.37 -3.14 1.32
C -3.08 2.37 1.20
C 0.32 -4.28 1.81
C -2.65 3.01 2.33
C -1.88 0.63 -4.44
C 3.92 -0.70 0.96
C 2.44 -0.73 0.73
C -1.30 3.37 2.48
C -0.37 -3.12 1.55
C 1.53 2.42 -0.66
C -1.62 -0.67 -3.76
C -0.39 3.08 1.50
C 0.07 2.08 -0.73
C -0.42 1.43 -1.83
C 1.70 -1.94 1.07
C -2.39 0.41 -3.04
C 0.29 -1.95 1.17
H 0.24 1.16 -2.65
H -4.11 2.09 1.07
H 4.28 0.32 1.08
H -3.35 3.26 3.12
H 0.65 3.36 1.60
H -2.61 0.67 -5.24
H -0.62 -0.89 -3.42
H -3.45 0.26 -2.92
H 4.45 -1.15 0.12
H 2.25 -5.21 1.85
H 3.44 -3.18 1.21
H 0.10 -0.15 0.62
H 4.17 -1.24 1.87
H -2.17 -1.54 -4.09
H 3.31 1.59 -0.09
H -0.98 3.88 3.38
H -1.25 -5.28 2.23
H -1.06 1.32 -4.58
H -1.45 -3.08 1.63
```

The SMILES is C/C(=N\NC(=O)c1cc(C2CC2)nc2ccccc12)c1ccc(O)cc1O. The HOMO-LUMO gap is 8.458 eV. The LUMO energy comes out at 0.307 eV.

Löwdin population analysis, charges in e, atoms 1 to 6:
1. O 0.07
2. O 0.10
3. O 0.07
4. N 0.09
5. N 0.17
6. N 0.07

Most stable structure: entry a

Entry a
# C4H6NOS

The ion C4H6NOS with charge +1 (wB97M-V/def2-TZVPD, OMol25).

The geometry in XYZ format:
```
13
C4H6NOS (wB97M-V/def2-TZVPD)
S 1.53 0.28 -2.05
O -0.79 -1.51 -1.51
N -0.57 -0.47 1.43
C 0.90 0.88 0.41
C 0.49 0.25 -0.75
C -0.76 -0.40 -1.04
C 0.13 0.62 1.54
H -0.25 -1.25 0.89
H 0.79 -0.63 -2.84
H -1.64 0.17 -0.88
H 1.75 1.43 0.52
H -0.15 1.23 2.36
H -1.42 -0.60 1.92
```

As for the net charge: +1. The HOMO-LUMO gap is 8.132 eV. The LUMO energy comes out at -5.867 eV.

Löwdin population analysis, charges in e, atoms 1 to 6:
1. S 1.05
2. O 0.09
3. N 0.19
4. C -0.06
5. C -0.58
6. C -0.33

Entry b
# C4H6NOS

The ion C4H6NOS with charge +1 (wB97M-V/def2-TZVPD, OMol25).

The geometry in XYZ format:
```
13
C4H6NOS (wB97M-V/def2-TZVPD)
S -2.41 0.31 -0.11
O 0.78 -1.67 0.50
N 0.15 0.46 0.08
C 1.46 0.93 -0.26
C -0.99 1.18 -0.20
C -0.20 -0.85 0.23
C -1.54 -1.12 0.18
H 2.05 0.08 -0.63
H -1.99 -2.05 0.53
H -0.96 2.14 -0.55
H 0.46 -2.55 0.69
H 1.23 1.60 -1.03
H 1.95 1.54 0.57
```

As for the net charge: +1. The HOMO-LUMO gap is 9.375 eV. The LUMO energy comes out at -4.715 eV.

Löwdin population analysis, charges in e, atoms 1 to 6:
1. S 1.20
2. O 0.17
3. N -0.08
4. C 0.03
5. C -0.30
6. C -0.43

Most stable structure: entry b

Entry a
# C4H6OS2

An isolated molecule of C4H6OS2 (wB97M-V/def2-TZVPD, OMol25).

The geometry in XYZ format:
```
13
C4H6OS2 (wB97M-V/def2-TZVPD)
S -2.48 0.08 -0.14
S 2.88 -0.31 0.07
O 0.29 -1.85 1.14
C 1.31 -0.08 -0.25
C -0.70 0.32 0.22
C 0.36 0.99 -0.72
C 0.14 -0.95 0.09
H -2.83 1.36 -0.23
H -0.60 0.73 1.25
H -0.27 -1.47 -0.79
H 1.15 -1.67 1.60
H 0.64 2.03 -0.50
H 0.10 0.81 -1.75
```

The SMILES is O[C@@H]1C(=S)C[C@H]1S. The HOMO-LUMO gap is 8.626 eV. The LUMO energy comes out at -0.561 eV.

Löwdin population analysis, charges in e, atoms 1 to 6:
1. S 0.75
2. S 0.77
3. O -0.02
4. C -0.73
5. C -0.60
6. C -0.15

Entry b
# C4H6OS2

An isolated molecule of C4H6OS2 (wB97M-V/def2-TZVPD, OMol25).

The geometry in XYZ format:
```
13
C4H6OS2 (wB97M-V/def2-TZVPD)
S -2.13 0.01 -0.51
S -1.29 -1.84 -0.02
O 1.63 0.36 0.40
C 0.46 0.16 0.59
C 0.50 0.05 -1.86
C -0.31 -0.17 -0.65
C -0.16 0.26 1.97
H 0.36 1.20 2.35
H -1.25 0.29 1.68
H 1.58 -0.28 -1.76
H 0.48 1.11 -2.13
H -0.01 -0.50 -2.66
H 0.14 -0.65 2.60
```

The SMILES is CC(=O)C1(C)SS1. The HOMO-LUMO gap is 8.363 eV. The LUMO energy comes out at -0.385 eV.

Löwdin population analysis, charges in e, atoms 1 to 6:
1. S 0.54
2. S 0.50
3. O 0.07
4. C -0.60
5. C -0.11
6. C -0.85

Most stable structure: entry b

Entry a
# C19H25NO5

An isolated molecule of C19H25NO5 (wB97M-V/def2-TZVPD, OMol25).

The geometry in XYZ format:
```
50
C19H25NO5 (wB97M-V/def2-TZVPD)
O 2.07 2.44 5.70
O -0.59 -1.79 -2.68
O 0.26 -3.60 0.07
O 0.04 0.28 -2.13
O 0.31 1.12 6.12
N 1.09 -1.52 -0.23
C 1.57 0.66 4.19
C 0.98 -1.18 2.77
C 2.23 -1.68 0.66
C -3.83 2.37 -4.97
C 0.05 1.88 7.29
C -2.67 1.93 -5.87
C -0.54 0.85 -5.00
C 2.85 0.22 2.20
C -4.20 1.10 -4.20
C -2.04 0.69 -5.20
C -2.83 0.50 -3.90
C 0.19 -2.50 -0.42
C 0.13 -0.41 -4.43
C 1.37 1.50 5.39
C 2.63 0.97 3.34
C -0.98 -2.09 -1.34
C 2.03 -0.86 1.91
C 0.75 -0.42 3.90
C -0.14 -0.57 -2.96
H -0.35 1.68 -4.31
H -0.14 2.93 7.02
H 1.21 -0.32 -4.55
H -0.83 1.44 7.75
H -1.48 -1.21 -0.90
H 0.90 1.85 7.96
H -3.50 3.14 -4.27
H -1.67 -2.93 -1.41
H 3.14 -1.37 0.14
H -0.21 -1.30 -4.96
H 0.35 -2.02 2.54
H 3.26 1.82 3.58
H -4.67 2.76 -5.54
H 3.67 0.47 1.54
H -4.78 0.43 -4.83
H -2.20 -0.18 -5.85
H -3.04 1.68 -6.87
H -0.07 1.09 -5.96
H 0.92 -0.60 -0.62
H -4.77 1.31 -3.29
H 2.29 -2.74 0.90
H -2.89 -0.55 -3.61
H -1.94 2.73 -5.98
H -0.06 -0.67 4.57
H -2.35 1.06 -3.09
```

The SMILES is COC(=O)c1ccc(CNC(=O)COC(=O)CCC2CCCC2)cc1. The HOMO-LUMO gap is 9.875 eV. The LUMO energy comes out at 0.563 eV.

Löwdin population analysis, charges in e, atoms 1 to 6:
1. O 0.11
2. O 0.02
3. O 0.07
4. O 0.09
5. O -0.05
6. N 0.09

Entry b
# C19H25NO5

An isolated molecule of C19H25NO5 (wB97M-V/def2-TZVPD, OMol25).

The geometry in XYZ format:
```
50
C19H25NO5 (wB97M-V/def2-TZVPD)
O 0.36 -1.60 -1.21
O 0.33 2.58 0.07
O 0.66 2.26 -2.28
O 0.12 -2.45 2.90
O 2.28 1.33 1.96
N 1.30 -2.35 -0.47
C -1.71 -1.47 -2.25
C -2.86 -1.49 -1.45
C 0.15 2.89 -1.33
C 3.32 2.32 1.58
C -0.59 -2.37 -1.91
C 1.60 -0.82 1.58
C 1.87 -1.95 0.61
C -1.53 -0.57 -3.28
C 0.28 -1.12 2.41
C 2.88 -3.06 1.15
C -0.83 0.94 1.45
C 1.66 0.52 0.89
C -3.65 0.51 -2.75
C 0.28 1.17 0.44
C -3.87 -0.49 -1.74
C -0.49 4.17 -1.70
C -2.49 0.42 -3.49
C -1.02 -0.60 1.73
C 0.24 -1.49 3.93
H -0.13 -2.78 -2.82
H 2.48 -0.89 2.27
H -1.87 -0.78 2.34
H 3.35 3.20 2.21
H 2.44 -4.12 0.91
H -1.18 4.49 -0.87
H -0.92 -3.04 -1.19
H -1.79 1.15 0.92
H 1.04 -1.71 4.54
H -3.02 -2.26 -0.72
H -0.02 0.63 -0.53
H -4.45 1.26 -2.90
H -0.74 1.53 2.43
H -0.62 -0.50 -3.91
H 3.04 -2.97 2.17
H 3.14 2.65 0.58
H 2.24 0.53 -0.01
H -0.69 -1.26 4.44
H 4.30 1.90 1.60
H -2.19 1.21 -4.22
H -1.01 4.09 -2.58
H 3.89 -3.00 0.65
H -1.06 -1.16 0.70
H -4.75 -0.42 -1.10
H 0.27 4.99 -1.76
```

The SMILES is CO[C@@H]1[C@H](OC(C)=O)CC[C@]2(CO2)[C@H]1/C(C)=N\OCc1ccccc1. The HOMO-LUMO gap is 9.627 eV. The LUMO energy comes out at 0.743 eV.

Löwdin population analysis, charges in e, atoms 1 to 6:
1. O -0.15
2. O -0.01
3. O 0.06
4. O -0.04
5. O -0.16
6. N 0.11

Most stable structure: entry a

Entry a
# C4H14NO

A cluster of 2 separate species, C4H14NO in total (wB97M-V/def2-TZVPD, OMol25).

The geometry in XYZ format:
```
20
C4H14NO (wB97M-V/def2-TZVPD)
O 1.34 1.10 2.55
N 1.00 1.02 -0.12
C 0.71 0.07 -1.22
C -0.55 -0.72 -0.93
C -0.41 -1.54 0.38
C -1.83 0.14 -0.97
H 1.11 1.61 3.34
H -2.18 0.12 -1.99
H 1.72 1.69 -0.39
H -0.52 -0.93 1.28
H 0.16 1.53 0.16
H -0.88 -2.51 0.44
H 1.35 0.54 0.73
H 1.15 0.18 2.77
H 1.60 -0.44 -1.59
H -1.67 1.17 -0.67
H 0.64 -1.88 0.40
H -0.61 -1.50 -1.69
H -2.61 -0.30 -0.37
H 0.49 0.65 -2.13
```

As for the net charge: +1. The HOMO-LUMO gap is 12.292 eV. The LUMO energy comes out at -3.280 eV.

Löwdin population analysis, charges in e, atoms 1 to 6:
1. O -0.05
2. N 0.19
3. C -0.14
4. C -0.40
5. C -0.07
6. C -0.04

Entry b
# C4H14NO

A cluster of 2 separate species, C4H14NO in total (wB97M-V/def2-TZVPD, OMol25).

The geometry in XYZ format:
```
20
C4H14NO (wB97M-V/def2-TZVPD)
O -3.04 1.15 0.52
N -0.90 0.40 -1.02
C 1.86 -0.63 0.13
C 1.91 0.85 0.63
C -0.58 -1.15 -0.71
C 0.45 -1.22 0.33
H -1.49 1.02 -0.37
H -1.44 -1.61 -0.22
H 2.57 -1.41 0.58
H 3.00 1.00 0.77
H 0.06 -0.94 1.35
H -3.82 1.70 0.30
H 1.51 1.76 0.14
H -0.04 -1.50 -1.59
H -2.69 1.43 1.38
H 2.00 -0.57 -1.00
H 1.38 0.82 1.62
H 0.65 -2.32 0.30
H -1.45 0.50 -1.97
H 0.04 0.71 -1.18
```

As for the net charge: +1. The HOMO-LUMO gap is 11.773 eV. The LUMO energy comes out at -3.271 eV.

Löwdin population analysis, charges in e, atoms 1 to 6:
1. O -0.05
2. N 0.16
3. C -0.24
4. C -0.11
5. C -0.12
6. C -0.28

Most stable structure: entry a